DFT (ωB97M-V with the def2-TZVPD basis set) results for C5H10O2 in the gas phase.

Properties
Frontier orbital gap (eV): 10.7
Calculated total energy (eV): -9441.096
ΔE to the lowest compared entry with this formula, charge and spin (kJ/mol): 187.9
HOMO level (eV): -9.83

ORCA input file:
```
! RIJCOSX wB97M-V def2-TZVPD def2/J DEFGRID3
* xyz 0 1
C -1.564 -0.434 -0.563
C -0.646 0.116 0.532
C 0.310 1.257 0.074
O -0.044 2.069 -1.011
C 1.430 0.223 -0.113
C 0.636 -0.712 0.818
O 0.579 -2.080 0.495
H -1.914 0.349 -1.250
H -2.472 -0.852 -0.121
H -1.085 -1.212 -1.162
H -1.233 0.358 1.423
H 0.528 1.921 0.918
H -0.793 1.657 -1.458
H 2.450 0.512 0.156
H 1.406 -0.166 -1.138
H 0.929 -0.581 1.870
H 1.483 -2.423 0.530
*
```

natural (NBO) atomic charge list, values in e, 4 entries:
1. C -0.620
2. C -0.256
3. C 0.112
4. O -0.706